a | {"formula": "C4H7O3", "method": "the ωB97M-V functional and the def2-TZVPD basis", "elements": ["H", "C", "H", "H", "O", "H", "C", "O", "H", "C", "C", "O", "H", "H"], "positions_angstrom": [[1.888, -0.590, 0.322], [-0.740, 0.299, 1.295], [2.411, 0.201, -2.915], [-0.348, 0.876, 2.117], [2.612, -0.714, -1.097], [-2.910, 0.250, 1.358], [1.876, -0.220, -2.031], [1.337, -0.760, 1.140], [-0.264, -1.343, -0.059], [0.048, -0.648, 0.737], [-2.094, 0.673, 0.729], [0.631, -0.069, -1.987], [-2.251, 1.774, 0.664], [-2.196, 0.271, -0.272]], "mulliken_charge": [0.4499, 0.0021, 0.3600, 0.3639, -0.7651, 0.2359, 0.0577, -0.6004, 0.3252, -0.3757, -0.9895, -0.6158, 0.2665, 0.2852], "multiplicity": 1, "homo_lumo_gap_ev": 8.386, "e_lumo_ev": 4.2, "charge": -1}

b | {"formula": "C4H7O3", "method": "the ωB97M-V functional and the def2-TZVPD basis", "elements": ["C", "C", "H", "O", "H", "H", "O", "C", "H", "O", "H", "H", "C", "H"], "positions_angstrom": [[-0.721, -0.483, 0.761], [1.852, 1.997, 0.233], [-0.438, 0.667, -0.967], [2.067, 1.088, 1.156], [1.027, -0.549, -0.694], [1.042, 2.796, 0.269], [2.705, 2.285, -0.648], [-1.284, -1.501, -0.474], [-1.433, -2.444, 0.173], [-2.519, -1.052, -0.795], [-1.552, 0.215, 1.007], [-0.635, -2.089, -1.177], [-0.055, -0.221, -0.487], [-0.056, -0.709, 1.643]], "mulliken_charge": [-0.1345, 0.0841, 0.3188, -0.6784, 0.3097, 0.2974, -0.6477, -0.3334, 0.3233, -0.8186, 0.2547, 0.3113, -0.5186, 0.2320], "multiplicity": 1, "homo_lumo_gap_ev": 7.944, "e_lumo_ev": 3.5, "charge": -1}

How far above the most stable structure does each one sit? In hartree: a 0.0000; b 0.1684.

a | {"formula": "C4H7O3", "method": "the ωB97M-V functional and the def2-TZVPD basis", "elements": ["C", "H", "H", "O", "C", "H", "O", "H", "H", "H", "C", "H", "O", "C"], "positions_angstrom": [[0.244, -0.001, 1.025], [-3.146, -0.795, 1.049], [1.050, -0.684, 0.720], [-1.300, -0.278, -0.875], [-2.161, -0.454, 1.366], [-1.997, -0.256, 2.423], [2.220, 1.244, -0.929], [0.555, 0.972, 0.594], [2.754, 0.510, -2.750], [0.200, 0.100, 2.113], [-1.147, -0.241, 0.477], [-0.380, -0.223, -1.288], [1.093, -0.396, -2.013], [2.014, 0.503, -1.911]], "mulliken_charge": [-1.0383, 0.2722, 0.2798, -0.5561, -0.9722, 0.2181, -0.6275, 0.2768, 0.3705, 0.2693, 0.8015, 0.4422, -0.7637, 0.0273], "multiplicity": 1, "homo_lumo_gap_ev": 8.725, "e_lumo_ev": 4.2, "charge": -1}

b | {"formula": "C4H7O3", "method": "the ωB97M-V functional and the def2-TZVPD basis", "elements": ["C", "O", "H", "H", "C", "H", "O", "H", "H", "H", "O", "C", "C", "H"], "positions_angstrom": [[-0.019, 1.198, 1.679], [-0.379, 0.622, 2.725], [-1.608, 0.267, 0.529], [-0.498, -2.315, -1.055], [0.315, -0.488, -0.157], [1.631, 0.941, -0.102], [1.543, 0.127, -0.625], [0.623, -1.138, 0.666], [-0.639, 1.373, -0.432], [0.376, -1.250, -2.172], [0.761, 2.176, 1.525], [-0.576, 0.611, 0.362], [-0.290, -1.277, -1.312], [-1.240, -0.846, -1.631]], "mulliken_charge": [0.4423, -0.7233, 0.3647, 0.2656, 0.5802, 0.3628, -0.6240, 0.2386, 0.3667, 0.3353, -0.7454, -0.9198, -1.2620, 0.3183], "smiles": "C[C@@H](O)CC(=O)[O-]", "multiplicity": 1, "homo_lumo_gap_ev": 8.286, "e_lumo_ev": 4.0, "charge": -1}

How far above the most stable structure does each one sit? In hartree: a 0.0149; b 0.0000.

a | {"formula": "C12H33NO4S2", "method": "the ωB97M-V functional and the def2-TZVPD basis", "elements": ["H", "H", "O", "O", "C", "H", "C", "H", "C", "C", "C", "H", "H", "C", "S", "H", "C", "O", "H", "N", "H", "H", "H", "H", "H", "H", "H", "C", "C", "H", "H", "H", "H", "H", "H", "C", "H", "H", "H", "O", "C", "C", "H", "H", "H", "H", "H", "H", "H", "H", "S", "H"], "positions_angstrom": [[9.607, -68.526, 10.675], [14.228, -67.593, 10.839], [13.748, -65.410, 15.893], [8.828, -71.772, 9.816], [7.720, -72.233, 10.600], [11.597, -71.597, 9.027], [11.627, -68.925, 11.565], [12.193, -71.392, 12.192], [14.451, -68.563, 10.265], [11.415, -65.658, 14.728], [10.037, -71.438, 10.554], [13.677, -68.407, 15.291], [12.174, -68.198, 14.717], [11.270, -70.748, 9.720], [13.106, -66.183, 14.668], [10.212, -67.085, 11.517], [13.205, -69.383, 9.677], [8.177, -67.532, 12.794], [10.103, -72.188, 11.359], [12.308, -69.986, 10.690], [13.648, -71.638, 10.822], [5.001, -67.967, 14.606], [10.738, -70.073, 9.160], [12.353, -68.167, 12.093], [11.104, -69.672, 12.244], [13.382, -70.240, 12.094], [12.661, -68.717, 8.993], [5.215, -67.371, 13.718], [12.975, -70.978, 11.547], [14.976, -68.114, 9.426], [11.077, -67.554, 10.221], [12.447, -67.772, 16.411], [7.008, -72.600, 9.921], [13.665, -70.029, 8.909], [11.524, -64.646, 14.588], [12.771, -67.754, 15.348], [10.919, -66.028, 13.637], [7.614, -68.807, 15.381], [7.949, -66.907, 14.560], [6.407, -69.676, 12.821], [7.862, -68.088, 14.309], [10.628, -68.109, 10.951], [9.125, -67.543, 12.734], [5.344, -66.205, 13.866], [9.720, -70.797, 11.273], [15.133, -69.268, 10.670], [7.998, -73.134, 10.976], [4.390, -67.364, 13.036], [7.594, -71.516, 11.456], [10.661, -65.644, 15.531], [6.634, -68.221, 12.994], [8.899, -68.398, 13.979]], "mulliken_charge": [0.3728, 0.2449, -0.6661, -0.4428, -0.7476, 0.4342, 0.3774, 0.3665, -1.2710, -0.7561, -0.7841, 0.3375, -0.0065, -0.6168, 0.4168, 0.2710, -0.6300, -0.3133, 0.5214, 0.5020, 0.2621, 0.2834, 0.4666, -0.0616, 0.4216, 0.6264, 0.4460, -1.0181, -1.1341, 0.4631, 0.5508, 0.3685, 0.3067, 0.5428, 0.4607, -0.5505, 0.1027, 0.1801, 0.2234, -0.6955, -0.8191, -1.9864, 0.1475, 0.2589, 0.3633, 0.3541, 0.4226, 0.3377, 0.2363, 0.3452, 0.3604, 0.1240], "multiplicity": 1, "homo_lumo_gap_ev": 3.947, "e_lumo_ev": -0.6}

b | {"formula": "C12H33NO4S2", "method": "the ωB97M-V functional and the def2-TZVPD basis", "elements": ["H", "O", "H", "C", "H", "C", "C", "H", "C", "C", "H", "O", "H", "C", "H", "S", "H", "H", "C", "H", "H", "H", "H", "C", "H", "N", "H", "O", "H", "S", "H", "C", "H", "H", "C", "O", "C", "H", "H", "H", "H", "H", "H", "H", "C", "H", "H", "H", "H", "H", "H", "H"], "positions_angstrom": [[-2.713, -3.428, -3.847], [5.375, 1.307, -2.183], [4.298, 2.339, 1.265], [-1.813, -3.716, -3.405], [3.983, -0.741, -3.592], [-2.056, 1.321, 2.480], [3.690, 2.996, 1.831], [-0.435, 0.273, 1.765], [3.340, -0.070, -3.594], [1.629, 2.639, 3.338], [3.669, 4.083, 1.280], [0.808, 2.097, -0.894], [4.283, -1.232, -1.489], [-1.300, 0.406, 1.301], [-2.150, -4.470, -2.381], [3.871, 1.034, -2.135], [2.119, 2.473, 4.400], [2.646, -0.409, -0.680], [3.747, -0.257, -0.943], [-1.098, -3.897, -3.989], [-4.027, -1.401, -0.019], [-2.401, -1.499, 2.525], [0.744, 1.277, -0.450], [-3.561, 0.708, -0.669], [-3.109, 1.612, -0.339], [-2.022, -0.760, 0.666], [-2.100, 0.646, 3.145], [2.707, 0.677, 2.015], [2.420, -0.632, -3.441], [2.272, 2.049, 1.778], [3.431, 0.494, -4.373], [-1.963, -1.848, 1.663], [-0.978, -2.094, 2.216], [-3.060, -2.199, -1.784], [-1.298, -1.200, -0.538], [-1.180, -2.680, -2.657], [-3.448, -0.409, 0.306], [-2.322, -2.726, 1.444], [4.313, -0.105, -0.150], [-0.309, -1.504, -0.261], [-1.023, -0.345, -1.232], [0.891, 2.187, 3.710], [-1.416, 1.982, 2.778], [-3.085, 1.491, 2.068], [-1.957, -2.338, -1.408], [1.383, 3.613, 3.191], [-3.130, 0.268, -1.615], [3.950, 3.037, 2.938], [-1.027, 1.047, 0.392], [-1.880, -3.202, -0.867], [-4.649, 1.156, -0.762], [-4.059, -0.052, 1.196]], "mulliken_charge": [0.2597, -0.7118, 0.2864, -0.6260, 0.5491, -1.8228, -0.9725, 1.0466, -1.3517, -1.4545, 0.2736, -0.9014, 0.3144, -1.2101, 0.2103, 0.6838, 0.3152, 0.0033, -0.7579, 0.3366, 0.4164, 0.5814, -0.0793, -1.0546, 0.2928, 0.7189, 0.7040, -0.6804, 0.3107, 1.0899, 0.4771, -1.3425, 0.3554, 0.2442, -0.9602, -0.3700, -0.5279, 0.5522, 0.4753, 0.5257, 0.5205, 0.4071, 0.5089, 0.2421, -0.6959, 0.4608, 0.2924, 0.3325, 0.3441, 0.5724, 0.3447, 0.4710], "multiplicity": 1, "homo_lumo_gap_ev": 5.594, "e_lumo_ev": -0.3}

How far above the most stable structure does each one sit? In hartree: a 0.1786; b 0.0000.